Entry 1:
# C3H4NO2S

An isolated ion of composition C3H4NO2S and charge -1 in a non-equilibrium geometry (ωB97M-V with the def2-TZVPD basis set, the OMol25 dataset).

ORCA input file:
```
! wB97M-V def2-TZVPD RIJCOSX def2/J DEFGRID3
* xyz -1 1
C -0.47 0.55 -0.49
C 1.42 -0.92 -0.44
C 0.34 -0.48 0.25
N 0.30 1.07 -1.51
O -1.11 1.53 0.37
O 0.90 -1.09 -2.88
S 1.40 0.02 -1.98
H -1.35 -0.14 -0.70
H 2.01 -1.73 -0.32
H -0.45 2.23 0.60
H -0.21 -0.82 1.22
*
```

Energy relative to the best compared isomer or geometry (same formula, charge and spin) ... 55.2 kcal/mol
Max |F| ... 4.7 eV/Å
HOMO-LUMO gap ... 7.506 eV

***

Entry 2:
# C3H4FeO3

C3H4FeO3 as an isolated structure in a non-equilibrium geometry (ωB97M-V with the def2-TZVPD basis set, the OMol25 dataset).

ORCA input file:
```
! wB97M-V def2-TZVPD RIJCOSX def2/J DEFGRID3
* xyz 1 6
H -0.42 -0.47 -0.96
H 1.55 -2.80 0.10
C 1.11 -1.80 -0.09
C -0.31 -1.78 -0.40
O -1.04 -1.45 0.77
C -2.34 -1.66 0.76
O -2.86 -0.63 0.14
Fe 0.82 1.14 0.40
O 1.70 -0.75 0.24
H -0.69 -2.67 -0.91
H -3.81 -0.77 0.04
*
```

Energy relative to the best compared isomer or geometry (same formula, charge and spin) ... 102.6 kcal/mol
Max |F| ... 5.5 eV/Å
⟨S²⟩ ... 8.76
HOMO-LUMO gap (alpha / beta) ... 6.932 / 6.768 eV

***

Entry 3:
# C4H8N2O

One molecule with the formula C4H8N2O in a non-equilibrium geometry (ωB97M-V with the def2-TZVPD basis set, the OMol25 dataset).

ORCA input file:
```
! wB97M-V def2-TZVPD RIJCOSX def2/J DEFGRID3
* xyz 0 1
N -0.45 -0.58 2.09
C -0.06 0.34 1.53
C 0.09 1.02 0.24
N 1.47 1.45 0.15
C -0.26 0.05 -0.92
C -0.27 -1.45 -0.57
O -1.38 -1.82 0.27
H -0.65 1.83 0.27
H 1.56 1.98 -0.70
H 1.66 2.07 0.94
H 0.46 0.22 -1.73
H -1.26 0.30 -1.30
H 0.72 -1.69 -0.14
H -0.32 -1.99 -1.55
H -1.32 -1.73 1.42
*
```

SMILES ... N#C[C@@H](N)CCO
Energy relative to the best compared isomer or geometry (same formula, charge and spin) ... 74.6 kcal/mol
Max |F| ... 5.2 eV/Å
HOMO-LUMO gap ... 10.137 eV